Formula: C32H31F3N2S
Source: OMol25
Level of theory: ωB97M-V/def2-TZVPD

Output
Max |F|   2.0 eV Å⁻¹
LUMO energy   -1.964 eV

Last column: Löwdin charge in e.
Cartesian coordinates (Å):
F  8.58  -0.64  2.93  0.101
C  7.81  -0.68  1.80  -0.531
F  8.42  0.11  0.87  0.102
F  7.87  -1.97  1.33  0.099
C  6.40  -0.25  2.07  -0.174
C  5.61  0.30  1.06  -0.045
C  4.24  0.42  1.24  -0.121
C  3.64  -0.15  2.40  -0.776
S  2.05  -0.66  2.45  0.660
C  4.49  -0.36  3.53  -0.125
C  5.85  -0.48  3.33  -0.041
H  6.08  0.60  0.13  0.112
H  3.60  0.86  0.49  0.084
H  4.03  -0.53  4.49  0.091
H  6.48  -0.79  4.16  0.114
C  -7.96  1.23  -0.70  -0.056
N  -7.26  -0.02  -0.48  -0.195
C  -8.13  -1.14  -0.19  -0.056
C  -5.90  -0.12  -0.48  -0.207
C  -5.25  -1.38  -0.63  -0.011
C  -3.86  -1.47  -0.63  -0.005
C  -3.05  -0.31  -0.47  -0.175
C  -1.60  -0.37  -0.37  -0.072
C  -0.96  -1.53  0.11  -0.015
C  0.40  -1.73  0.18  -0.034
C  1.01  -2.99  0.52  -0.248
C  2.43  -3.12  0.54  -0.056
C  3.05  -4.32  0.86  -0.059
C  2.27  -5.45  1.19  -0.066
C  0.87  -5.35  1.18  -0.081
C  0.25  -4.15  0.84  -0.018
C  -0.82  0.80  -0.79  -0.207
C  0.17  1.37  0.03  -0.029
C  0.83  2.53  -0.37  0.002
C  0.70  3.00  -1.70  -0.224
N  1.45  4.07  -2.11  -0.207
C  1.85  4.22  -3.50  -0.058
C  1.85  5.12  -1.20  -0.059
C  -0.23  2.36  -2.56  -0.012
C  -1.06  1.39  -2.06  -0.021
C  -3.71  0.94  -0.38  -0.009
C  -5.09  1.04  -0.37  -0.010
H  -7.28  1.98  -1.10  0.077
H  -8.78  1.07  -1.42  0.095
H  -8.42  1.60  0.23  0.100
H  -7.54  -2.01  0.08  0.074
H  -8.80  -0.89  0.64  0.096
H  -8.76  -1.38  -1.06  0.098
H  -5.84  -2.28  -0.77  0.101
H  -3.40  -2.45  -0.78  0.118
H  -1.62  -2.34  0.42  0.094
H  1.07  -0.92  -0.10  0.086
H  3.04  -2.24  0.34  0.101
H  4.14  -4.39  0.87  0.113
H  2.75  -6.38  1.49  0.108
H  0.25  -6.22  1.45  0.106
H  -0.84  -4.08  0.84  0.103
H  0.38  0.93  1.01  0.064
H  1.48  3.05  0.33  0.110
H  1.50  3.34  -4.06  0.078
H  1.41  5.14  -3.93  0.092
H  2.94  4.29  -3.58  0.095
H  1.25  5.04  -0.29  0.086
H  2.91  5.06  -0.94  0.096
H  1.67  6.09  -1.67  0.089
H  -0.33  2.69  -3.59  0.104
H  -1.92  1.06  -2.65  0.125
H  -3.12  1.85  -0.25  0.128
H  -5.55  2.02  -0.24  0.102


Formula: C56H62ClN5OP2PdS2
Source: OMol25
Level of theory: ωB97M-V/def2-TZVPD

Output
Expectation value of S²   6.0297
Max |F|   1.4 eV Å⁻¹
Charge   +4
LUMO energy (alpha / beta)   -8.012 / -12.534 eV
Spin multiplicity   5

Last column: Löwdin charge in e.
Cartesian coordinates (Å):
Pd  0.06  -1.24  -0.03  0.702
C  7.04  -0.24  5.87  -0.282
S  6.76  0.02  4.13  1.203
C  5.00  -0.36  3.91  -0.401
C  4.41  0.57  2.84  -0.242
C  2.90  0.41  2.65  -0.264
N  2.47  -0.80  1.92  -0.400
P  0.83  -1.37  2.21  0.984
C  1.00  -3.12  2.59  -0.382
C  2.01  -3.58  3.43  -0.109
C  2.12  -4.94  3.68  -0.048
C  1.24  -5.83  3.08  -0.032
C  0.23  -5.37  2.24  -0.038
C  0.11  -4.02  2.00  -0.087
C  0.18  -0.55  3.67  -0.361
C  0.00  -1.24  4.87  -0.058
C  -0.56  -0.58  5.96  -0.039
C  -0.96  0.75  5.84  -0.034
C  -0.79  1.43  4.64  -0.053
C  -0.24  0.78  3.55  -0.112
P  2.61  -0.64  0.15  1.002
C  4.41  -0.65  -0.21  -0.377
C  5.31  -1.42  0.52  -0.134
C  6.60  -1.58  0.05  -0.048
C  7.00  -0.96  -1.13  -0.038
C  6.11  -0.16  -1.84  -0.043
C  4.81  0.00  -1.37  -0.087
C  2.27  -2.35  -0.46  -0.418
C  2.87  -3.50  0.06  -0.084
C  2.66  -4.73  -0.54  -0.027
C  1.82  -4.84  -1.64  -0.027
C  1.22  -3.72  -2.17  -0.061
C  1.46  -2.47  -1.61  -0.191
H  8.05  0.11  6.08  0.070
H  6.97  -1.31  6.09  0.089
H  6.30  0.31  6.45  0.080
H  4.50  -0.24  4.87  0.104
H  4.94  -1.41  3.60  0.091
H  4.94  0.43  1.89  0.079
H  4.58  1.61  3.14  0.125
H  2.53  1.32  2.16  0.115
H  2.44  0.37  3.64  0.105
H  2.70  -2.88  3.88  0.100
H  2.89  -5.31  4.34  0.118
H  1.33  -6.89  3.28  0.124
H  -0.45  -6.08  1.78  0.102
H  -0.67  -3.64  1.35  0.051
H  0.29  -2.28  4.97  0.105
H  -0.70  -1.10  6.89  0.123
H  -1.42  1.25  6.68  0.124
H  -1.11  2.46  4.55  0.116
H  -0.14  1.28  2.60  0.092
H  5.00  -1.91  1.43  0.086
H  7.30  -2.20  0.60  0.117
H  8.01  -1.10  -1.50  0.124
H  6.43  0.33  -2.75  0.121
H  4.11  0.62  -1.93  0.102
H  3.53  -3.43  0.92  0.098
H  3.16  -5.60  -0.15  0.126
H  1.65  -5.81  -2.09  0.125
H  0.61  -3.80  -3.06  0.120
H  1.14  -1.57  -2.15  0.098
N  -1.68  -2.44  -0.78  -0.411
S  -2.98  -3.10  -0.10  1.059
C  -4.30  -3.00  -1.31  -0.380
C  -5.29  -3.98  -1.32  -0.061
C  -6.34  -3.87  -2.22  -0.034
C  -6.40  -2.80  -3.10  -0.039
C  -5.41  -1.82  -3.07  -0.056
C  -4.36  -1.91  -2.17  -0.094
C  -2.70  -4.89  -0.09  -0.438
C  -3.07  -5.57  1.05  -0.111
C  -3.02  -6.96  1.05  -0.058
C  -2.58  -7.63  -0.08  -0.042
C  -2.19  -6.93  -1.21  -0.044
C  -2.25  -5.54  -1.23  -0.073
H  -1.80  -2.21  -1.76  0.000
H  -5.26  -4.82  -0.64  0.116
H  -7.10  -4.64  -2.25  0.125
H  -7.22  -2.71  -3.79  0.122
H  -5.47  -0.98  -3.75  0.114
H  -3.60  -1.14  -2.13  0.090
H  -3.41  -5.03  1.93  0.119
H  -3.34  -7.51  1.93  0.122
H  -2.55  -8.71  -0.08  0.122
H  -1.85  -7.46  -2.09  0.119
H  -1.97  -4.99  -2.12  0.114
C  -1.68  1.98  -3.87  -0.032
C  -1.60  3.50  -4.13  -0.502
C  -0.16  3.86  -4.50  -0.029
C  -2.50  3.80  -5.34  -0.030
C  -2.10  4.31  -2.87  -0.437
O  -3.38  3.87  -2.48  -0.004
C  -2.12  5.83  -3.22  -0.082
C  -3.01  6.68  -2.29  -0.097
C  -2.37  7.62  -1.33  -0.127
C  -2.88  7.75  -0.01  0.029
C  -2.41  8.71  0.83  -0.030
C  -1.40  9.60  0.38  -0.596
Cl  -0.87  10.84  1.38  0.932
C  -0.85  9.46  -0.92  -0.028
C  -1.33  8.49  -1.75  0.029
C  -1.21  4.14  -1.60  -0.019
N  -1.27  2.83  -0.96  -0.088
C  -0.37  1.85  -0.98  -0.154
N  -0.85  0.81  -0.32  -0.015
C  -2.05  1.25  0.16  -0.182
N  -2.32  2.48  -0.21  0.152
H  -1.67  1.45  -4.82  0.095
H  -2.60  1.72  -3.35  0.088
H  -0.83  1.62  -3.29  0.052
H  0.13  3.30  -5.39  0.104
H  0.55  3.60  -3.71  0.074
H  -0.04  4.92  -4.74  0.091
H  -2.26  3.10  -6.14  0.100
H  -2.33  4.80  -5.75  0.089
H  -3.56  3.68  -5.13  0.096
H  -3.99  3.93  -3.22  0.112
H  -2.52  5.92  -4.22  0.110
H  -1.10  6.20  -3.24  0.115
H  -3.74  6.05  -1.77  0.125
H  -3.60  7.35  -2.93  0.164
H  -3.68  7.10  0.32  0.140
H  -2.83  8.83  1.83  0.132
H  -0.08  10.14  -1.25  0.134
H  -0.95  8.42  -2.76  0.138
H  -1.57  4.86  -0.86  0.135
H  -0.17  4.36  -1.85  0.133
H  0.58  1.87  -1.51  0.132
H  -2.72  0.65  0.75  0.122


Formula: C25H22BeN5
Source: OMol25
Level of theory: ωB97M-V/def2-TZVPD

Output
Max |F|   1.0 eV Å⁻¹
Charge   +1
LUMO energy   -2.642 eV

Last column: Löwdin charge in e.
Cartesian coordinates (Å):
Be  0.17  -0.11  0.00  0.086
C  -2.26  0.71  0.03  -0.058
N  -0.93  1.34  0.00  -0.148
C  -0.66  2.12  1.21  -0.079
C  0.02  1.28  2.25  -0.233
C  0.58  1.83  3.40  0.009
C  1.29  1.01  4.25  -0.021
C  1.37  -0.35  3.95  -0.018
C  0.76  -0.81  2.80  -0.085
N  0.13  0.00  1.96  0.088
C  -0.70  2.11  -1.23  -0.079
C  0.01  1.28  -2.25  -0.237
C  0.57  1.83  -3.40  0.008
C  1.30  1.01  -4.24  -0.021
C  1.39  -0.35  -3.94  -0.018
C  0.78  -0.81  -2.79  -0.082
N  0.13  0.00  -1.95  0.086
C  -2.22  -0.79  0.00  -0.208
C  -3.39  -1.53  0.00  0.015
C  -3.31  -2.91  -0.02  -0.020
C  -2.06  -3.51  -0.02  -0.019
C  -0.94  -2.69  -0.01  -0.068
N  -1.03  -1.37  0.00  0.073
H  -2.85  1.05  -0.83  0.146
H  -2.80  1.02  0.93  0.147
H  -1.57  2.57  1.63  0.146
H  0.02  2.94  0.97  0.133
H  0.48  2.89  3.60  0.125
H  1.78  1.41  5.12  0.119
H  1.92  -1.03  4.58  0.116
H  0.79  -1.85  2.52  0.120
H  -0.06  2.97  -1.01  0.132
H  -1.63  2.51  -1.65  0.145
H  0.46  2.88  -3.61  0.125
H  1.78  1.41  -5.12  0.119
H  1.94  -1.02  -4.57  0.116
H  0.83  -1.84  -2.50  0.121
H  -4.35  -1.04  0.00  0.128
H  -4.21  -3.52  -0.02  0.121
H  -1.94  -4.58  -0.02  0.117
H  0.06  -3.09  -0.02  0.118
N  7.37  0.07  0.00  0.167
C  6.22  0.05  0.00  -0.195
C  4.81  0.01  0.00  -0.245
C  4.06  1.18  -0.12  -0.026
C  2.68  1.11  -0.12  -0.092
C  1.97  -0.08  0.00  -0.139
C  2.76  -1.23  0.12  -0.109
C  4.14  -1.21  0.12  -0.027
H  4.58  2.13  -0.22  0.120
H  2.15  2.05  -0.23  0.086
H  2.27  -2.19  0.22  0.080
H  4.71  -2.12  0.22  0.120


Formula: CHF2IO
Source: OMol25
Level of theory: ωB97M-V/def2-TZVPD

Output
Max |F|   2.7 eV Å⁻¹
LUMO energy   -2.211 eV

Last column: Löwdin charge in e.
Cartesian coordinates (Å):
O  -0.80  -1.31  0.67  0.150
C  -1.00  -0.39  0.01  -0.294
F  -2.32  -0.16  -0.42  0.007
H  -0.24  0.30  -0.26  0.073
F  1.43  1.12  0.55  -0.785
I  2.93  0.44  -0.54  0.850


Formula: C5H14
Source: OMol25
Level of theory: ωB97M-V/def2-TZVPD

Output
Max |F|   5.8 eV Å⁻¹
LUMO energy   1.093 eV

Last column: Löwdin charge in e.
Cartesian coordinates (Å):
C  1.47  -1.00  -0.11  -0.175
C  0.81  -1.79  0.93  -0.368
C  0.82  -1.22  2.30  -0.117
H  2.52  -0.93  -0.55  0.094
H  1.22  0.05  -0.14  0.021
H  1.00  -1.36  -1.13  0.102
H  -0.16  -2.18  0.52  0.119
H  1.40  -2.71  0.92  0.101
H  0.09  -0.43  2.32  0.059
H  0.61  -1.91  3.07  0.054
H  1.83  -0.73  2.50  0.103
C  -1.76  2.41  -1.65  -0.203
C  -1.16  1.16  -1.08  -0.225
H  -2.89  2.18  -1.70  0.083
H  -1.58  3.28  -0.95  0.071
H  -1.35  2.81  -2.64  0.080
H  -0.06  1.23  -0.89  0.038
H  -1.43  0.30  -1.72  0.065
H  -1.37  0.85  0.02  0.097


Formula: C15H47HfO17S4
Source: OMol25
Level of theory: ωB97M-V/def2-TZVPD

Output
Max |F|   13.0 eV Å⁻¹
Charge   +3
LUMO energy   -12.861 eV

Last column: Löwdin charge in e.
Cartesian coordinates (Å):
Hf  -1.06  0.88  -4.26  1.906
C  0.32  -0.40  -0.98  -0.064
C  -1.11  0.03  -1.42  -0.314
C  -1.67  1.10  -0.52  -0.065
O  -1.28  0.33  -2.77  -0.370
H  0.52  -0.81  0.00  0.103
H  0.93  0.50  -0.92  0.053
H  0.94  -0.99  -1.64  0.026
H  -1.68  -0.82  -1.04  0.118
H  -1.59  0.85  0.53  0.105
H  -2.76  1.15  -0.63  0.063
H  -1.13  2.05  -0.57  0.088
O  3.12  -3.90  -0.19  -0.216
S  2.08  -2.98  -0.62  0.771
O  0.75  -3.14  0.06  -0.329
O  2.50  -1.35  -0.43  -0.349
C  3.76  -1.01  0.12  -0.233
C  4.87  -0.68  -0.99  -0.038
C  1.86  -2.98  -2.45  -0.059
H  4.11  -1.88  0.66  0.126
H  3.63  -0.11  0.73  0.103
H  4.43  -0.17  -1.84  0.059
H  5.23  -1.67  -1.27  0.094
H  5.59  0.01  -0.56  0.109
H  1.32  -2.07  -2.72  0.008
H  1.14  -3.81  -2.44  0.083
H  2.82  -3.03  -2.95  0.096
O  -4.51  -0.40  2.58  -0.286
S  -4.27  1.08  2.37  0.769
O  -5.00  1.98  3.31  -0.264
O  -2.57  1.22  2.45  -0.301
C  -1.94  2.50  2.75  -0.206
C  -2.02  3.43  1.53  -0.055
C  -4.66  1.60  0.65  -0.106
H  -0.94  2.45  3.19  0.090
H  -2.47  2.85  3.63  0.131
H  -1.63  3.07  0.58  0.022
H  -1.31  4.23  1.79  0.098
H  -2.95  3.98  1.38  0.088
H  -5.64  1.20  0.41  0.088
H  -4.08  1.11  -0.13  0.027
H  -4.69  2.69  0.70  0.068
O  3.42  3.01  3.70  -0.241
S  2.84  3.32  2.39  0.721
O  2.66  4.72  1.96  -0.269
O  3.76  2.59  1.24  -0.236
C  3.44  2.83  -0.04  -0.318
C  3.29  1.45  -0.70  -0.102
C  1.43  2.17  2.22  -0.089
H  4.26  3.37  -0.53  0.142
H  2.61  3.51  -0.20  0.113
H  2.38  0.95  -0.35  0.037
H  4.17  0.92  -0.34  0.031
H  3.21  1.59  -1.78  0.090
H  1.79  1.19  2.52  0.086
H  1.18  1.88  1.20  0.040
H  0.63  2.58  2.84  0.043
O  -0.79  -4.88  3.62  -0.294
S  -1.16  -5.37  2.27  0.711
O  -2.13  -6.47  2.15  -0.278
O  -1.78  -4.06  1.48  -0.253
C  -1.09  -2.84  1.79  -0.270
C  -1.70  -1.85  0.84  -0.074
C  0.32  -5.81  1.30  -0.107
H  -0.01  -2.89  1.64  0.088
H  -1.38  -2.59  2.81  0.134
H  -1.93  -2.28  -0.14  0.087
H  -1.06  -1.00  0.62  0.026
H  -2.66  -1.51  1.24  0.084
H  1.20  -5.40  1.79  0.069
H  0.22  -5.41  0.30  0.043
H  0.44  -6.89  1.30  0.082
O  -2.26  1.96  -3.24  -0.026
H  -2.56  2.80  -3.60  0.150
H  -2.23  2.11  -2.30  -0.012
O  0.89  0.50  -3.17  -0.046
H  1.31  1.16  -2.61  0.095
H  1.61  -0.08  -3.42  0.120
O  -2.17  3.11  -1.33  -0.067
H  -2.00  4.03  -1.53  0.151
H  -3.12  3.07  -1.19  0.113
O  -1.86  -0.83  -4.30  0.045
H  -2.20  -1.40  -4.99  0.176
H  -1.91  -1.36  -3.50  0.168


Formula: C5H14
Source: OMol25
Level of theory: ωB97M-V/def2-TZVPD

Output
Max |F|   1.6 eV Å⁻¹
LUMO energy   1.112 eV

Last column: Löwdin charge in e.
Cartesian coordinates (Å):
C  -0.78  1.70  1.23  -0.128
C  0.30  1.56  0.18  -0.327
C  1.53  2.45  0.40  -0.121
H  -0.42  1.96  2.23  0.069
H  -1.36  0.78  1.35  0.059
H  -1.51  2.47  0.98  0.070
H  0.64  0.53  0.16  0.066
H  -0.17  1.75  -0.79  0.102
H  1.29  3.49  0.62  0.069
H  2.13  2.01  1.19  0.070
H  2.14  2.48  -0.50  0.065
C  -0.55  -1.91  -0.71  -0.172
C  -0.42  -3.40  -1.12  -0.155
H  -1.00  -1.34  -1.51  0.061
H  -1.15  -1.79  0.20  0.060
H  0.39  -1.48  -0.40  0.040
H  -1.21  -4.01  -0.69  0.056
H  -0.33  -3.46  -2.19  0.055
H  0.48  -3.80  -0.64  0.059


Formula: C5H9NO3
Source: OMol25
Level of theory: ωB97M-V/def2-TZVPD

Output
Max |F|   1.1 eV Å⁻¹
LUMO energy   -1.345 eV

Last column: Löwdin charge in e.
Cartesian coordinates (Å):
C  2.45  0.35  -0.01  -0.480
C  -2.29  -0.06  0.99  -0.052
N  1.02  0.59  -0.14  0.089
C  0.21  -0.41  0.01  -0.504
C  -1.37  0.32  -0.14  -0.315
C  -1.79  0.50  -1.42  0.163
O  2.80  -0.11  1.27  0.017
O  2.94  -0.48  -1.04  0.014
O  0.24  -1.60  0.25  0.102
H  2.50  -1.34  -0.98  0.088
H  2.33  -0.94  1.44  0.086
H  -0.53  1.19  -0.03  0.204
H  2.96  1.31  -0.13  0.146
H  -3.29  0.36  0.85  0.081
H  -1.89  0.30  1.94  0.089
H  -2.37  -1.14  1.05  0.088
H  -1.08  0.78  -2.19  0.094
H  -2.83  0.40  -1.71  0.090